1.
This record from the Open Molecules 2025 dataset describes C5H10O3 as an isolated structure at a distorted geometry. The level of theory is the ωB97M-V functional and the def2-TZVPD basis.

For the energy relative to the best compared isomer or geometry (same formula, charge and spin), the calculation gives 6.4995 eV. Its HOMO-LUMO gap is 9.30 eV. Its total energy is -422.017727 a.u. The value obtained for the HOMO energy is -8.817 eV.

```
! wB97M-V def2-TZVPD RIJCOSX def2/J DEFGRID3
* xyz 0 1
O -1.67 -1.35 2.50
O 0.54 -1.22 1.13
O -1.75 -1.07 1.10
C -0.11 -0.55 -1.27
C 1.36 -0.30 -1.58
C -0.46 -0.69 0.61
C 0.09 1.75 0.79
C -0.65 0.68 0.10
H 0.83 1.35 1.50
H 1.63 -0.79 -2.52
H 0.70 2.27 0.05
H 1.99 -0.69 -0.79
H -0.76 -0.13 -2.04
H -1.62 0.95 -0.31
H -0.33 -1.61 -1.40
H -0.79 -1.79 2.54
H -0.58 2.45 1.29
H 1.57 0.76 -1.70
*
```

Atomic partial charges in e from the Löwdin method, atoms 1 to 5:
1 O 0.00
2 O 0.04
3 O -0.08
4 C -0.11
5 C -0.10

---

2.
This record from the Open Molecules 2025 dataset describes an isolated ion of composition C5H6N and charge +1 at a distorted geometry. The level of theory is the ωB97M-V functional and the def2-TZVPD basis.

For the energy relative to the best compared isomer or geometry (same formula, charge and spin), the calculation gives 1.2856 eV. Its HOMO-LUMO gap (spin up / spin down) is 9.99 / 7.77 eV. Its total energy is -248.411922 a.u. The value obtained for the HOMO energy (spin up / spin down) is -14.318 / -15.351 eV.

```
! wB97M-V def2-TZVPD RIJCOSX def2/J DEFGRID3
* xyz 1 3
N -0.05 -0.18 -0.08
C 0.54 0.79 -0.93
C 0.57 -1.31 0.30
C -0.36 -2.00 0.98
C -1.32 -0.27 0.38
C -1.63 -1.62 1.16
H -2.22 0.38 0.49
H -0.26 0.96 -1.64
H -2.55 -2.15 1.42
H 1.50 0.44 -1.40
H 0.77 1.72 -0.35
H 1.51 -1.64 -0.16
*
```

Atomic partial charges in e from the Löwdin method, atoms 1 to 5:
1 N -0.13
2 C 0.01
3 C 0.02
4 C 0.06
5 C 0.10

---

3.
This record from the Open Molecules 2025 dataset describes C3H3MgO3Tl as an isolated structure at a distorted geometry. The level of theory is the ωB97M-V functional and the def2-TZVPD basis.

For the energy relative to the best compared isomer or geometry (same formula, charge and spin), the calculation gives 0.0000 eV. Its HOMO-LUMO gap is 6.77 eV. Its total energy is -713.802489 a.u. The value obtained for the HOMO energy is -17.828 eV.

```
! wB97M-V def2-TZVPD RIJCOSX def2/J DEFGRID3
* xyz 2 1
Tl -1.97 1.04 -1.66
Mg 2.15 -0.67 1.64
O -0.07 0.06 -1.25
O 0.24 -0.06 1.00
O 1.86 -0.64 -0.32
C -1.03 0.44 1.30
C 0.69 -0.17 -0.34
C -2.10 -0.35 1.27
H -1.02 1.49 1.60
H -3.07 0.06 1.54
H -2.03 -1.41 1.03
*
```

Atomic partial charges in e from the Löwdin method, atoms 1 to 5:
1 Tl 1.13
2 Mg 1.54
3 O -0.15
4 O -0.12
5 O 0.02

---

4.
This record from the Open Molecules 2025 dataset describes a 2-piece molecular cluster, C11H15ClN5O2 overall. The level of theory is the ωB97M-V functional and the def2-TZVPD basis.

For the energy relative to the best compared isomer or geometry (same formula, charge and spin), the calculation gives 0.0000 eV. Its HOMO-LUMO gap is 8.97 eV. Its total energy is -1312.323846 a.u. The value obtained for the HOMO energy is -12.735 eV.

```
! wB97M-V def2-TZVPD RIJCOSX def2/J DEFGRID3
* xyz 1 1
Cl 1.14 -2.01 2.70
O -0.47 0.90 -1.30
O -1.10 1.38 0.70
N -1.81 -1.45 0.44
N -3.53 -4.32 -0.43
N -0.52 1.66 -0.35
N -1.29 -3.42 -0.35
N -2.95 -2.15 0.28
C 0.78 3.28 -1.63
C 1.44 -2.62 1.04
C 2.93 -2.60 0.72
C 0.76 5.01 0.56
C 0.15 2.95 -0.44
C 0.60 -1.78 0.07
C -0.82 -2.23 0.03
C -2.60 -3.36 -0.18
C 1.40 5.37 -0.62
C 0.12 3.79 0.66
C 1.41 4.51 -1.71
H 1.89 6.33 -0.69
H -3.55 -4.75 -1.34
H 0.75 5.69 1.41
H 3.38 -1.65 1.00
H 0.62 -0.74 0.38
H 3.08 -2.77 -0.35
H -3.87 -1.78 0.50
H 1.91 4.79 -2.62
H -1.75 -0.46 0.73
H -4.06 -4.75 0.31
H -0.38 3.49 1.57
H 3.44 -3.39 1.26
H 1.07 -3.65 1.04
H 1.01 -1.85 -0.94
H 0.78 2.59 -2.46
*
```

Atomic partial charges in e from the Löwdin method, atoms 1 to 5:
1 Cl 0.63
2 O 0.08
3 O 0.03
4 N 0.16
5 N 0.16

---

5.
This record from the Open Molecules 2025 dataset describes C23H49N3OP4Rh as an isolated structure at a distorted geometry. The level of theory is the ωB97M-V functional and the def2-TZVPD basis.

For the energy relative to the best compared isomer or geometry (same formula, charge and spin), the calculation gives 0.0506 eV. Its HOMO-LUMO gap (spin up / spin down) is 8.22 / 3.88 eV. Its total energy is -2620.162837 a.u. The value obtained for the HOMO energy (spin up / spin down) is -15.759 / -15.828 eV.

```
! wB97M-V def2-TZVPD RIJCOSX def2/J DEFGRID3
* xyz 3 5
Rh -0.03 -0.08 0.26
P 1.29 -0.73 2.04
P -0.96 1.67 1.31
P -1.81 -1.56 0.34
P 1.15 -1.16 -1.57
O -1.66 0.93 -2.22
N -2.50 3.95 1.09
N -0.38 4.13 2.35
N -2.31 3.01 3.35
C 0.24 2.96 -5.10
C -0.12 2.71 -2.73
C -0.82 5.00 -6.81
C 1.29 -2.96 -1.32
C -0.97 2.29 -5.36
C -1.24 1.85 -3.04
C -3.20 3.66 2.37
C 2.84 0.22 1.95
C -3.39 -0.91 0.98
C -1.78 1.88 -4.35
C -2.17 2.72 0.36
C 0.63 -0.44 3.72
C -1.28 4.76 1.37
C 0.64 3.20 -3.78
C -1.12 3.85 3.58
C 2.87 -0.57 -1.55
C -1.99 1.65 2.94
C -1.99 4.36 -6.99
C 0.30 2.96 1.80
C -2.30 -2.06 -1.33
C -1.53 -3.08 1.34
C 0.66 -1.11 -3.35
C 1.83 -2.48 2.12
H -2.37 -1.16 -1.95
H -3.09 2.15 0.13
H -4.23 -1.57 0.69
H -3.56 0.09 0.54
H -0.75 4.92 0.42
H 1.04 2.57 2.51
H 2.60 1.29 1.90
H -2.95 4.69 -6.58
H 1.55 3.77 -3.60
H 1.40 -3.45 -2.30
H -2.45 -3.70 1.38
H -1.42 1.14 3.73
H -3.54 4.61 2.81
H 0.18 2.86 -1.68
H -1.99 3.43 -7.58
H 0.84 3.36 -5.93
H -3.28 -2.56 -1.31
H -0.41 -0.78 3.78
H -3.36 -0.84 2.08
H 0.67 0.63 3.96
H -0.72 -3.69 0.91
H -1.61 5.71 1.79
H 3.43 -1.08 -0.76
H -1.72 2.97 -0.61
H 2.93 -2.54 2.26
H -2.76 1.40 -4.49
H 2.19 -3.20 -0.73
H -0.07 0.27 -1.56
H 2.90 0.51 -1.39
H -2.91 1.08 2.75
H 0.86 3.23 0.89
H -0.72 5.92 -6.20
H 3.34 -0.81 -2.52
H -4.06 3.01 2.17
H -1.31 2.21 -6.38
H 0.10 4.63 -7.29
H -0.43 -1.20 -3.46
H 3.38 -0.04 1.03
H -1.56 -2.74 -1.77
H 1.21 -0.99 4.48
H -1.48 4.80 3.99
H 1.56 -3.01 1.20
H 1.15 -1.95 -3.85
H 3.48 0.02 2.81
H 0.41 -3.39 -0.82
H 1.34 -2.98 2.97
H -0.47 3.35 4.31
H -1.26 -2.81 2.37
H 0.98 -0.16 -3.80
*
```

Atomic partial charges in e from the Löwdin method, atoms 1 to 5:
1 Rh 0.12
2 P 0.71
3 P 0.91
4 P 0.71
5 P 0.74

---

6.
This record from the Open Molecules 2025 dataset describes C40H45N4O4RbSSb2 as an isolated structure. The level of theory is the ωB97M-V functional and the def2-TZVPD basis.

For the energy relative to the best compared isomer or geometry (same formula, charge and spin), the calculation gives 1.2831 eV. Its HOMO-LUMO gap is 5.33 eV. Its total energy is -2974.025194 a.u. The value obtained for the HOMO energy is -1.610 eV.

```
! wB97M-V def2-TZVPD RIJCOSX def2/J DEFGRID3
* xyz -2 1
Sb -0.75 3.22 -0.79
Sb -0.56 0.85 2.15
Rb 0.50 -0.03 -1.10
S 2.05 -2.50 -0.22
O 0.86 1.65 -2.94
O -3.32 -0.35 1.26
O 2.07 -2.99 -1.59
O 2.71 -1.23 0.00
N -0.86 -0.74 -3.39
N -1.56 -2.85 0.74
N 0.64 -2.40 0.43
N -3.86 0.05 -2.80
C 1.05 6.28 2.68
C 4.35 -5.63 2.21
C 3.79 0.99 -4.94
C 0.05 -0.93 -4.26
C 4.20 -5.77 0.84
C 1.13 3.46 2.73
C -2.67 -4.80 -0.10
C 5.09 -6.67 3.01
C 2.97 -3.72 0.72
C 3.51 -4.83 0.09
C 1.22 3.44 0.19
C -1.99 -1.64 -3.38
C -1.47 -5.26 -0.61
C -4.06 0.98 -0.59
C -3.29 -0.91 -3.73
C 1.62 1.06 -3.76
C -0.01 -0.88 3.29
C -0.50 4.94 -2.05
C 2.20 -0.74 -5.34
C 1.21 1.97 2.84
C -3.52 0.03 -1.58
C 0.99 4.22 3.90
C -3.92 0.67 0.82
C 3.79 -4.51 2.82
C -1.91 4.28 0.67
C 2.93 1.58 -4.05
C -1.84 1.64 3.67
C -4.53 1.64 1.70
C 3.11 -3.56 2.09
C -5.27 3.04 -0.13
C 1.19 4.15 1.50
C 1.29 -0.18 -4.44
C -4.72 2.13 -1.02
C 0.95 5.61 3.89
C -5.17 2.77 1.24
C -2.65 -3.58 0.57
C 1.17 5.55 1.51
C -0.39 -3.29 0.22
C -0.31 -4.52 -0.46
C 3.44 -0.19 -5.62
H -1.42 -6.20 -1.15
H -4.77 2.30 -2.09
H 3.20 2.49 -3.53
H -5.60 3.46 1.96
H -2.14 2.67 3.46
H -3.56 -3.15 0.98
H -0.05 -1.78 -4.95
H -2.89 4.46 0.21
H 4.60 -7.64 2.96
H -1.45 5.23 0.95
H 1.23 6.06 0.56
H 4.76 1.44 -5.12
H -1.33 1.60 4.63
H 1.03 7.36 2.65
H -2.08 3.68 1.56
H 0.32 4.75 -2.74
H 4.12 -0.66 -6.31
H 0.84 6.15 4.82
H -3.60 -5.35 -0.23
H -4.46 1.44 2.76
H -3.13 -0.40 -4.68
H -1.42 5.11 -2.62
H -0.53 -1.75 2.89
H 6.11 -6.80 2.64
H -1.86 -2.47 -4.08
H 2.04 1.58 2.23
H 0.62 -4.85 -0.90
H 1.40 1.68 3.87
H -0.25 -0.71 4.34
H 1.07 -1.02 3.18
H 3.39 -4.93 -0.98
H 2.66 -2.69 2.57
H 1.67 2.45 0.26
H 3.90 -4.38 3.90
H -2.73 1.01 3.68
H -5.76 3.94 -0.49
H -2.82 -0.69 -1.16
H -2.07 -2.09 -2.38
H 1.80 4.00 -0.55
H -4.06 -1.67 -3.93
H 1.91 -1.66 -5.83
H 5.16 -6.38 4.06
H 0.94 3.69 4.85
H -0.28 5.83 -1.45
H 4.62 -6.64 0.34
*
```

Atomic partial charges in e from the Löwdin method, atoms 1 to 5:
1 Sb 1.33
2 Sb 1.35
3 Rb 0.78
4 S 0.45
5 O -0.33